Model one:
Molecular formula: C7H7NO3
Method: DFT, the ωB97M-V functional and the def2-TZVPD basis

Last column: Mulliken charge in e.
Atoms and positions in Å:
C  -2.719  -0.556  -0.616  -0.5898
C  -1.482  -1.120  -0.164  -0.1951
C  -2.681  0.742  -0.333  -0.2667
C  -0.909  -0.022  0.431  -0.1460
C  2.137  -0.538  -0.239  0.2934
C  0.436  0.101  1.029  -0.0636
C  1.551  0.916  -0.350  -0.0096
N  1.296  -1.061  0.674  -0.1605
O  3.085  -1.088  -0.724  -0.6080
O  -1.576  1.111  0.369  -0.3147
O  2.474  1.904  -0.183  -0.5243
H  -3.436  -0.964  -1.324  0.3465
H  -1.098  -2.124  -0.251  0.4745
H  -3.309  1.579  -0.623  0.4283
H  0.684  0.540  1.983  0.4060
H  0.831  0.925  -1.191  0.3603
H  1.462  -1.902  1.214  0.2099
H  3.255  1.556  0.298  0.3594

Results
E_LUMO in eV: 0.7
Kohn-Sham gap in eV: 9.11

***

Model two:
Molecular formula: C7H7NO3
Method: DFT, the ωB97M-V functional and the def2-TZVPD basis

Last column: Mulliken charge in e.
Atoms and positions in Å:
C  1.136  -1.349  -2.568  0.4960
C  -1.474  -0.159  -0.283  -0.6227
C  0.707  0.884  -0.217  -0.8818
C  0.594  -1.726  0.038  -0.7498
C  -0.101  2.007  0.511  -0.4620
C  0.460  -1.592  -1.446  -0.6732
C  0.004  -0.493  -0.472  1.1141
N  -1.328  2.169  0.305  0.6768
O  1.324  -1.186  -3.718  -0.4145
O  -1.934  1.176  -0.589  -0.3665
O  -2.094  2.932  0.859  -0.6693
H  -2.070  -0.735  -1.040  0.4090
H  -1.773  -0.302  0.738  0.3319
H  1.186  1.155  -1.254  0.2908
H  1.606  0.810  0.341  0.4644
H  -0.103  -2.441  0.389  0.2877
H  1.548  -1.664  0.567  0.2556
H  0.395  2.744  1.040  0.5136

Results
E_LUMO in eV: 0.3
SMILES string: O=C=C1C[C@@]12CC=[N+]([O-])OC2
Kohn-Sham gap in eV: 9.50

***

Energy ordering: model one at the bottom, the next structure 412.5 kJ/mol above.

***

Model one:
Molecular formula: C2H3FO2S
Method: DFT, the ωB97M-V functional and the def2-TZVPD basis

Last column: Mulliken charge in e.
Atoms and positions in Å:
C  -0.442  0.002  0.108  -0.6520
C  0.296  -0.808  -0.645  0.0609
O  1.951  -1.258  1.534  -0.4138
O  0.034  -2.105  2.715  -0.4644
F  -0.207  -1.897  -1.163  -0.2133
S  0.730  -1.958  1.411  0.7199
H  -0.141  0.924  0.674  0.2727
H  -1.513  -0.255  0.284  0.2884
H  1.269  -0.498  -0.978  0.4016

Results
E_LUMO in eV: -0.4
Kohn-Sham gap in eV: 9.84

***

Model two:
Molecular formula: C2H3FO2S
Method: DFT, the ωB97M-V functional and the def2-TZVPD basis

Last column: Mulliken charge in e.
Atoms and positions in Å:
C  -2.441  1.808  0.138  0.8194
C  -1.731  2.180  1.129  -0.9641
O  -3.109  1.406  -0.720  -0.3573
O  4.007  0.584  -1.438  -0.4201
F  3.314  0.639  1.137  -0.2141
S  2.792  0.379  -0.377  0.2757
H  4.310  -0.237  -1.777  0.3547
H  -1.193  3.063  1.214  0.3067
H  -2.012  1.567  2.044  0.1992

Results
E_LUMO in eV: 0.5
SMILES string: C=C=O.OSF
Kohn-Sham gap in eV: 9.66

***

Energy ordering: model one at the bottom, the next structure 20.1 kJ/mol above.

***

Model one:
Molecular formula: C5H10OS
Method: DFT, the ωB97M-V functional and the def2-TZVPD basis

Last column: Mulliken charge in e.
Atoms and positions in Å:
C  1.539  -1.467  0.389  -0.7516
C  0.476  0.935  -0.821  0.1958
C  0.730  1.689  0.481  -1.2501
C  -1.529  -0.150  -0.075  0.1971
C  -2.569  -0.883  -0.378  -0.8648
H  0.512  -1.770  0.579  0.2355
H  1.909  -0.884  1.253  0.2432
H  2.184  -2.344  0.244  0.3395
H  0.678  1.535  -1.708  0.2276
H  0.011  2.503  0.567  0.3698
H  0.661  1.056  1.366  0.3386
H  1.719  2.117  0.441  0.3683
H  -0.916  -0.222  0.823  0.2778
H  -3.021  -1.551  0.327  0.2688
H  -2.985  -0.738  -1.364  0.2659
O  -0.965  0.640  -1.015  -0.4152
S  1.566  -0.465  -1.109  -0.0464

Results
E_LUMO in eV: 0.8
SMILES string: C=CO[C@@H](C)SC
Kohn-Sham gap in eV: 9.56

***

Model two:
Molecular formula: C5H10OS
Method: DFT, the ωB97M-V functional and the def2-TZVPD basis

Last column: Mulliken charge in e.
Atoms and positions in Å:
C  0.658  -2.291  -2.459  -0.4965
C  -0.046  -1.749  -1.507  -0.4550
C  -1.291  0.460  1.020  -1.3209
C  0.464  2.134  0.478  -1.3202
C  0.037  0.678  0.273  0.3900
O  1.311  0.664  -1.995  -0.5614
S  -0.048  0.415  -1.553  0.3522
H  0.655  -3.409  -2.300  0.2074
H  1.394  -1.919  -3.146  0.3238
H  -0.792  -2.245  -1.044  0.4329
H  -2.182  0.662  0.333  0.3055
H  -1.410  -0.557  1.523  0.3088
H  -1.418  1.062  1.870  0.4386
H  -0.365  2.814  0.533  0.3409
H  1.212  2.414  -0.343  0.3891
H  1.076  2.317  1.434  0.3133
H  0.818  -0.100  0.487  0.3514

Results
E_LUMO in eV: 0.8
Kohn-Sham gap in eV: 9.60

***

Energy ordering: model one at the bottom, the next structure 186.5 kJ/mol above.

***

Model one:
Molecular formula: C4H7FS
Method: DFT, the ωB97M-V functional and the def2-TZVPD basis

Last column: Mulliken charge in e.
Atoms and positions in Å:
C  0.564  0.384  -1.167  -0.4806
C  -0.482  -0.010  -0.168  0.4575
C  -0.805  0.834  1.017  -0.6180
C  -0.004  -0.306  1.284  -0.5202
H  0.452  -2.243  -1.289  0.1413
H  0.102  0.887  -1.993  0.3816
H  1.411  1.006  -0.873  0.2686
H  -1.797  0.786  1.532  0.2796
H  -0.192  1.819  1.195  0.2141
H  -0.472  -1.181  1.677  0.2852
H  1.115  -0.337  1.418  0.1917
F  -1.361  -0.764  -0.771  -0.2964
S  1.469  -0.874  -1.863  -0.3043

Results
E_LUMO in eV: 0.2
Kohn-Sham gap in eV: 8.99

***

Model two:
Molecular formula: C4H7FS
Method: DFT, the ωB97M-V functional and the def2-TZVPD basis

Last column: Mulliken charge in e.
Atoms and positions in Å:
C  -0.629  -0.671  0.209  -0.4007
C  0.370  0.475  0.674  -0.3235
C  1.012  1.216  -0.474  -0.6122
C  1.744  0.137  0.298  -0.0671
H  -2.881  -1.048  0.073  0.1207
H  -0.649  -1.451  1.078  0.2952
H  -0.029  -1.093  -0.609  0.2513
H  0.089  0.939  1.652  0.4082
H  0.771  0.903  -1.517  0.2405
H  1.135  2.334  -0.243  0.2514
H  2.443  0.308  1.107  0.3612
F  1.993  -1.005  -0.370  -0.2955
S  -2.112  0.076  -0.153  -0.2295

Results
E_LUMO in eV: 0.9
SMILES string: F[C@H]1C[C@H]1CS
Kohn-Sham gap in eV: 9.80

***

Model three:
Molecular formula: C4H7FS
Method: DFT, the ωB97M-V functional and the def2-TZVPD basis

Last column: Mulliken charge in e.
Atoms and positions in Å:
C  0.387  -0.706  0.072  -0.7975
C  -0.502  0.454  0.371  0.5370
C  -1.937  0.185  0.188  -0.4736
C  -2.395  -0.990  -0.253  -0.6781
H  2.104  0.433  0.971  0.1117
H  0.028  -1.151  -0.881  0.3709
H  0.140  -1.342  0.948  0.3565
H  -0.300  0.736  1.444  0.1935
H  -2.599  1.058  0.366  0.3164
H  -1.778  -1.829  0.016  0.3272
H  -3.536  -1.123  -0.450  0.2274
F  -0.201  1.632  -0.342  -0.3160
S  2.152  -0.321  -0.100  -0.1754

Results
E_LUMO in eV: 0.8
SMILES string: C=C[C@H](F)CS
Kohn-Sham gap in eV: 10.12

***

Energy ordering: model three at the bottom, the next structure 45.8 kJ/mol above.

***

Model one:
Molecular formula: CH6OS2
Method: DFT, the ωB97M-V functional and the def2-TZVPD basis

Last column: Mulliken charge in e.
Atoms and positions in Å:
C  -0.076  3.431  -1.543  -0.6905
S  -1.509  2.306  -0.811  -0.0696
S  -0.905  1.062  0.697  -0.1693
H  -0.781  4.281  -1.896  0.2065
H  0.197  2.874  -2.410  0.2826
H  0.779  3.845  -0.950  0.2959
H  -0.200  0.269  -0.044  0.1445
H  0.301  -5.549  2.049  0.2865
H  1.091  -6.632  2.757  0.3216
O  1.104  -5.886  2.150  -0.6082

Results
E_LUMO in eV: 0.6
SMILES string: CSS.O
Kohn-Sham gap in eV: 9.47

***

Model two:
Molecular formula: CH6OS2
Method: DFT, the ωB97M-V functional and the def2-TZVPD basis

Last column: Mulliken charge in e.
Atoms and positions in Å:
S  -1.738  1.093  1.780  -0.2116
S  -1.997  -0.960  1.281  -0.1712
H  -2.032  1.504  0.549  0.1749
H  -0.845  -1.245  1.879  0.1743
C  1.009  -0.144  -1.287  -0.4765
O  1.759  -0.007  -0.061  -0.4790
H  0.431  -1.062  -1.189  0.2353
H  1.799  -0.338  -2.009  0.2302
H  0.420  0.734  -1.520  0.2338
H  1.194  0.426  0.577  0.2897

Results
E_LUMO in eV: -0.1
SMILES string: CO.SS
Kohn-Sham gap in eV: 9.20

***

Model three:
Molecular formula: CH6OS2
Method: DFT, the ωB97M-V functional and the def2-TZVPD basis

Last column: Mulliken charge in e.
Atoms and positions in Å:
S  0.072  0.425  0.468  -0.2193
S  -0.825  -1.435  0.052  -0.0502
C  -0.810  -2.277  1.561  -0.6830
H  1.381  0.161  0.267  0.1504
H  -1.683  -2.096  2.209  0.2733
H  0.100  -1.967  2.102  0.2663
H  -0.744  -3.358  1.353  0.2613
O  0.551  3.288  -2.836  -0.6356
H  1.399  2.992  -2.434  0.3161
H  0.560  4.267  -2.742  0.3206

Results
E_LUMO in eV: 0.4
SMILES string: CSS.O
Kohn-Sham gap in eV: 9.46

***

Energy ordering: model three at the bottom, the next structure 51.1 kJ/mol above.